# 1
Here is a molecular structure, C51H67BN10O2PbS3 from OMol25. Energies are from ωB97M-V with the def2-TZVPD basis set.

Geometry (Å):
Pb  0.7188  1.7359  -1.8555
C  -2.5387  3.4002  -8.3836
C  -1.9783  2.7475  -7.1525
C  -1.8442  1.3869  -7.0259
C  -1.3246  0.7824  -5.8561
C  -1.1070  -0.6101  -5.8930
N  -0.5292  -1.3257  -4.9652
C  -0.2986  -2.7727  -5.0596
C  0.9469  -3.2217  -4.2924
C  2.2760  -3.1370  -5.0532
N  2.4205  -1.8314  -5.7130
C  2.8301  -0.7261  -5.1722
C  3.5770  -0.5426  -3.9658
C  4.6954  -1.3053  -3.5914
C  5.5321  -0.8865  -2.5731
C  6.7760  -1.6494  -2.2101
C  5.2451  0.3425  -1.9667
C  4.1216  1.1028  -2.2688
C  3.9747  2.4573  -1.7282
N  2.8597  3.0470  -1.5613
C  2.8570  4.4565  -1.1779
C  1.9884  5.2836  -2.1197
C  0.4902  4.9824  -2.0669
N  0.0867  3.7817  -2.8209
C  -0.5263  3.9639  -3.9317
C  -1.0069  2.9879  -4.8908
C  -1.5229  3.5144  -6.0738
C  -0.9619  1.5726  -4.7154
O  -0.6269  0.9956  -3.6152
C  3.2179  0.6299  -3.2498
O  2.0786  1.1908  -3.5381
H  -2.9614  2.6629  -9.0628
H  -1.7643  3.9476  -8.9223
H  -3.3259  4.1088  -8.1268
H  -2.1337  0.7448  -7.8514
H  -1.3949  -1.1429  -6.7965
H  -0.2804  -0.8097  -4.1189
H  -0.2258  -3.0365  -6.1173
H  -1.1750  -3.2892  -4.6667
H  0.8089  -4.2664  -4.0113
H  1.0217  -2.6614  -3.3551
H  2.3477  -3.9027  -5.8238
H  3.1037  -3.2806  -4.3668
H  2.0016  -1.7511  -6.6310
H  2.5704  0.1773  -5.7187
H  4.9734  -2.1810  -4.1668
H  6.7125  -2.6892  -2.5258
H  6.9501  -1.6337  -1.1346
H  7.6528  -1.2112  -2.6892
H  5.9495  0.7313  -1.2372
H  4.9080  2.9918  -1.5249
H  3.8762  4.8527  -1.1751
H  2.4694  4.5369  -0.1571
H  2.3512  5.1864  -3.1456
H  2.1147  6.3322  -1.8447
H  -0.0647  5.8419  -2.4490
H  0.1792  4.8446  -1.0260
H  -0.7097  4.9985  -4.2340
H  -1.5636  4.5954  -6.1689
C  2.5213  -2.6223  0.1709
C  1.9211  -1.5454  1.0142
C  2.6096  -0.8902  1.9712
C  2.0270  0.2193  2.6932
N  0.7751  0.4971  2.5943
N  0.0053  -0.2871  1.7369
B  -1.3783  -0.1692  2.0113
N  -2.4716  -1.0728  1.4707
N  -2.5472  -2.2987  1.9380
C  -3.5734  -3.0326  1.5214
C  -4.5223  -2.4884  0.6270
C  -4.4319  -1.1924  0.1551
C  -5.4269  -0.5744  -0.7709
C  -3.3283  -0.4908  0.6425
S  -2.7511  1.1458  0.2423
C  -3.7059  -4.4395  2.0607
C  -2.4497  -4.8563  2.8245
C  -3.9460  -5.4121  0.8957
C  -4.9206  -4.4468  3.0072
N  -1.8565  0.6535  3.1857
N  -1.3686  0.0506  4.2869
C  -1.6544  0.5618  5.4585
C  -2.3841  1.7773  5.5409
C  -2.9338  2.3571  4.4303
C  -3.7857  3.5858  4.4880
C  -2.6732  1.6970  3.2047
S  -3.5941  2.2169  1.7971
C  -1.2088  -0.1818  6.6984
C  -0.3980  -1.4226  6.3313
C  -0.3586  0.7561  7.5689
C  -2.4784  -0.5982  7.4612
C  0.5594  -1.1194  0.7596
S  -0.2764  -1.4983  -0.6106
C  2.8917  1.0808  3.5902
C  2.0874  2.2304  4.1925
C  3.4519  0.1981  4.7170
C  4.0444  1.6447  2.7437
H  3.5275  -2.8563  0.5114
H  2.5680  -2.3054  -0.8732
H  1.9136  -3.5271  0.2083
H  3.6332  -1.1666  2.1865
H  -5.3472  -3.1117  0.3065
H  -6.0535  -1.3364  -1.2280
H  -4.9358  -0.0014  -1.5572
H  -6.0778  0.1083  -0.2199
H  -1.5704  -4.8582  2.1785
H  -2.5899  -5.8670  3.2049
H  -2.2533  -4.2016  3.6728
H  -3.1293  -5.3775  0.1723
H  -4.8872  -5.2284  0.3764
H  -3.9973  -6.4258  1.2909
H  -4.7600  -3.7893  3.8633
H  -5.0717  -5.4581  3.3832
H  -5.8392  -4.1443  2.5011
H  -2.5179  2.2447  6.5082
H  -3.5657  4.1536  5.3895
H  -4.8442  3.3156  4.5173
H  -3.6245  4.2384  3.6295
H  0.5269  -1.1584  5.8164
H  -0.9625  -2.1014  5.6915
H  -0.1374  -1.9564  7.2441
H  0.5387  1.0858  7.0419
H  -0.0428  0.2187  8.4625
H  -0.9094  1.6350  7.9058
H  -3.0943  -1.2760  6.8675
H  -3.0866  0.2599  7.7530
H  -2.1913  -1.1174  8.3748
H  1.2258  1.8621  4.7516
H  1.7269  2.9158  3.4236
H  2.7226  2.7917  4.8766
H  2.6497  -0.2762  5.2849
H  4.0317  0.8146  5.4036
H  4.1167  -0.5824  4.3450
H  3.6672  2.1693  1.8616
H  4.7381  0.8674  2.4203
H  4.6136  2.3588  3.3386

Forces on atoms 1 to 6 (eV/Å):
Pb 0.14 0.17 -0.10
C 0.00 0.01 -0.04
C -0.01 -0.02 0.02
C 0.02 0.02 0.01
C -0.02 0.06 0.02
C 0.09 -0.03 0.01

## Properties
HOMO-LUMO gap in eV: 6.026
ΔE to the lowest compared entry with this formula, charge and spin in kJ/mol: 0.0
Total charge: +4
Calculated total energy in eV: -111369.34800
E_LUMO in eV: -10.4
E_HOMO in eV: -16.454

Mulliken atomic charge list, values in e, 99 entries: 1.23 -1.63 -0.23 -0.46 0.40 -0.34 0.43 -1.09 0.09 -0.92 0.06 -0.37 -0.15 -0.22 -0.17 -1.84 -0.50 0.17 -0.31 0.19 -0.96 -0.70 -0.97 -0.06 -0.33 0.49 -0.65 0.59 -0.37 0.61 -1.20 0.39 0.36 0.39 0.45 0.45 -0.13 0.50 0.43 0.50 -0.21 0.50 0.31 0.39 0.60 0.80 0.41 0.41 0.37 0.58 0.43 0.50 0.26 0.35 0.44 0.53 0.26 0.35 0.54 -1.63 -0.15 -0.69 0.08 -0.69 0.89 -0.88 1.09 -1.00 -0.07 -0.06 -0.06 -1.67 0.77 0.17 1.77 -1.64 -1.60 -1.53 0.79 -0.62 -0.11 -0.52 0.18 -2.06 1.05 -0.14 1.88 -1.25 -1.49 -1.76 0.82 0.08 2.53 -1.52 -1.42 -1.82 0.48 0.16 0.36

=====

# 2
Here is a molecular structure, C51H69N3O3P3SiTi in a non-equilibrium geometry from OMol25. Energies are from ωB97M-V with the def2-TZVPD basis set.

Geometry (Å):
Ti  0.3690  -1.3208  0.3622
C  0.9921  4.6060  -1.2614
C  2.2281  3.8403  -1.7159
C  2.5498  4.1693  -3.1733
P  2.0570  2.0070  -1.3254
C  3.7531  1.4373  -1.8783
C  4.4522  0.4237  -0.9825
C  3.6140  0.8316  -3.2813
C  2.1651  2.2060  0.5018
C  3.3284  2.7605  1.0405
C  3.4300  3.1016  2.3755
C  2.3370  2.8831  3.1957
C  1.1836  2.3142  2.6749
C  1.0404  1.9592  1.3221
Si  -0.5419  1.0527  0.6164
C  -1.7225  0.6509  2.1400
C  -1.9725  1.5454  3.1921
C  -2.5985  1.1663  4.3703
C  -3.0182  -0.1434  4.5425
C  -2.9035  -1.0233  3.4811
C  -2.2998  -0.6325  2.2848
P  -2.5801  -1.5192  0.7177
C  -4.4494  -1.4859  0.6525
C  -4.9724  -0.1345  1.1583
C  -5.1995  -2.5920  1.4000
C  -2.0607  -3.3117  0.7460
C  -2.1898  -4.1310  2.0244
C  -2.6828  -4.0114  -0.4726
C  -1.4863  2.3005  -0.4659
C  -1.7569  3.5107  0.1868
C  -2.4335  4.5466  -0.4335
C  -2.8453  4.4020  -1.7514
C  -2.5918  3.2140  -2.4144
C  -1.9315  2.1524  -1.7906
P  -1.6959  0.5615  -2.6771
C  -1.2519  1.0465  -4.4142
C  -0.7991  -0.2206  -5.1491
C  -0.1377  2.0785  -4.4543
C  -3.4736  -0.0588  -2.9055
C  -4.1077  0.0835  -4.2890
C  -4.4127  0.5543  -1.8751
H  1.1308  5.6745  -1.4422
H  0.7891  4.4683  -0.1986
H  0.1083  4.2854  -1.8189
H  3.0835  4.1637  -1.1144
H  1.7164  3.9380  -3.8349
H  3.4344  3.6559  -3.5426
H  2.7435  5.2409  -3.2577
H  4.3793  2.3331  -1.9440
H  3.9991  -0.5620  -1.1052
H  4.4193  0.6820  0.0742
H  5.5017  0.3402  -1.2751
H  2.9816  -0.0596  -3.2399
H  4.5933  0.5339  -3.6638
H  3.1685  1.5139  -4.0026
H  4.1778  2.9431  0.3920
H  4.3415  3.5405  2.7620
H  2.3740  3.1553  4.2440
H  0.3924  2.1253  3.3689
H  -1.6931  2.5821  3.0904
H  -2.7605  1.8970  5.1527
H  -3.4897  -0.4552  5.4654
H  -3.3327  -2.0129  3.5738
H  -4.6701  -1.5712  -0.4147
H  -5.0261  -0.1359  2.2479
H  -5.9811  0.0217  0.7729
H  -4.3620  0.7186  0.8692
H  -6.2649  -2.3513  1.3876
H  -4.9018  -2.6528  2.4473
H  -5.0890  -3.5762  0.9566
H  -0.9986  -3.2629  0.4625
H  -3.2111  -4.4908  2.1505
H  -1.9287  -3.5553  2.9119
H  -1.5384  -5.0077  1.9863
H  -3.7262  -4.2624  -0.3088
H  -2.1493  -4.9406  -0.6810
H  -2.6227  -3.3896  -1.3680
H  -1.4032  3.6647  1.2002
H  -2.6207  5.4695  0.1000
H  -3.3627  5.2074  -2.2564
H  -2.9241  3.1047  -3.4411
H  -2.1291  1.4586  -4.9147
H  -0.7417  -0.0396  -6.2244
H  -1.4642  -1.0719  -4.9924
H  0.1955  -0.5142  -4.8041
H  0.6943  1.7540  -3.8315
H  -0.4650  3.0536  -4.0950
H  0.2291  2.1978  -5.4773
H  -3.3921  -1.1303  -2.6813
H  -4.2694  1.1333  -4.5411
H  -5.0893  -0.3964  -4.2819
H  -3.5284  -0.3707  -5.0892
H  -4.6619  1.5827  -2.1383
H  -3.9627  0.5786  -0.8872
H  -5.3460  -0.0116  -1.8251
O  5.7035  0.9496  5.5389
C  5.9206  -0.2185  4.8936
O  6.8254  -0.9316  5.2171
C  4.9787  -0.5546  3.7802
C  3.6757  -0.0791  3.7164
C  2.8379  -0.4548  2.6800
C  3.2882  -1.3098  1.6758
C  4.6146  -1.7589  1.7235
C  5.4372  -1.4000  2.7727
N  2.3894  -1.6752  0.6552
C  2.6442  -2.7952  -0.0605
C  1.8000  -3.1588  -1.1263
C  2.0506  -4.2820  -1.9546
C  1.2277  -4.5392  -3.0083
C  0.1264  -3.6883  -3.2511
C  -0.0953  -2.6398  -2.4079
N  0.7072  -2.3555  -1.3507
H  5.0333  1.4697  5.0772
H  3.2788  0.5785  4.4821
H  1.8322  -0.0564  2.6401
H  5.0244  -2.3550  0.9206
H  6.4580  -1.7551  2.8179
H  3.4952  -3.4284  0.1624
H  2.9127  -4.9017  -1.7464
H  1.4195  -5.3818  -3.6588
H  -0.5408  -3.8570  -4.0836
H  -0.9222  -1.9543  -2.5405
C  0.4085  -2.2409  4.5508
C  0.6891  -2.6789  3.1500
N  1.3846  -3.7876  2.9445
O  0.2370  -2.0174  2.1885
H  1.3201  -2.2647  5.1477
H  -0.3193  -2.9187  5.0015
H  -0.0093  -1.2376  4.5363
H  1.7930  -4.2893  3.7153
H  1.6428  -4.0488  2.0029

Forces on atoms 1 to 6 (eV/Å):
Ti 0.71 -0.29 -1.11
C 0.00 0.01 -0.03
C 0.06 -0.04 -0.04
C -0.05 -0.01 0.04
P -0.17 -0.05 -0.08
C -0.01 0.06 -0.07

## Properties
HOMO-LUMO gap (spin up / spin down) in eV: 5.758 / 5.748
ΔE to the lowest compared entry with this formula, charge and spin in kJ/mol: 191.3
Total charge: +1
Calculated total energy in eV: -123475.76670
E_LUMO (spin up / spin down) in eV: -3.1 / -3.1
E_HOMO (spin up / spin down) in eV: -8.907 / -8.890

Mulliken atomic charge list, values in e, 99 entries: -1.24 -1.15 0.25 -1.53 1.48 0.27 -1.42 -1.51 -0.08 -0.57 -1.11 -1.05 0.03 0.76 -1.34 1.35 -0.46 -1.04 -1.26 -0.44 0.02 0.41 1.01 -1.75 -1.46 2.74 -1.79 -1.58 1.11 -0.31 -0.90 -0.85 -0.31 0.45 1.01 0.46 -1.76 -1.70 1.59 -1.73 -1.93 0.58 0.09 0.06 0.59 0.26 0.34 0.46 0.84 0.11 0.14 0.53 0.11 0.46 0.41 0.43 0.48 0.48 0.38 0.46 0.45 0.49 0.15 0.57 0.46 0.51 0.34 0.47 0.14 0.33 -1.14 0.35 0.15 0.44 0.30 0.46 0.23 0.17 0.42 0.42 0.34 0.79 0.52 0.35 0.23 0.09 0.34 0.59 -0.17 0.27 0.49 0.41 0.50 0.11 0.58 -0.51 0.54 -0.54 0.48

=====

# 3
Here is a molecular structure, C51H83BrCl2CuO2P2Si2 from OMol25. Energies are from ωB97M-V with the def2-TZVPD basis set.

Geometry (Å):
Cu  -0.0378  -0.1541  0.3405
C  -1.3492  3.3624  -0.0166
Si  0.0628  2.1537  0.2234
C  1.4420  2.6869  -0.9593
C  1.5607  4.0059  -1.4198
C  2.6172  4.3906  -2.2354
C  3.5801  3.4598  -2.6088
C  3.4676  2.1426  -2.1835
C  2.3957  1.7465  -1.3759
P  2.1377  0.0226  -0.8256
C  3.6182  -0.4361  0.1799
C  3.6422  0.5017  1.4066
C  4.9092  0.2627  2.2246
C  6.1626  0.7014  1.4327
C  5.9065  0.6809  -0.0825
C  5.0279  -0.5103  -0.4697
C  1.9111  -0.9976  -2.3453
C  0.5131  -0.6147  -2.9012
C  0.2832  -1.2446  -4.2745
C  1.2693  -0.6938  -5.3297
C  2.5376  -0.1324  -4.6717
C  2.9642  -1.0055  -3.4870
C  0.7576  2.5297  1.9575
C  1.4367  3.7395  2.1766
C  1.8555  4.1170  3.4424
C  1.5809  3.2929  4.5303
C  0.9167  2.0933  4.3343
C  0.5294  1.6812  3.0522
P  -0.3991  0.1170  2.7711
C  -1.6371  0.1574  4.1727
C  -2.7227  -0.9406  4.0335
C  -3.8904  -0.6805  4.9905
C  -4.6159  0.6555  4.6930
C  -3.7655  1.5623  3.8015
C  -2.3131  1.5701  4.2836
C  0.8485  -1.2351  3.1561
C  0.2036  -2.6370  3.1413
C  1.2221  -3.6663  3.6284
C  1.5122  -3.4615  5.1295
C  1.3676  -1.9850  5.5392
C  1.7693  -1.0639  4.3885
H  -1.0987  4.3347  0.4249
H  -2.2585  2.9856  0.4715
H  -1.5690  3.4980  -1.0830
H  0.8160  4.7474  -1.1325
H  2.6933  5.4170  -2.5781
H  4.4107  3.7540  -3.2420
H  4.2179  1.4215  -2.4919
H  3.3490  -1.4375  0.5349
H  2.7571  0.3555  2.0187
H  3.6148  1.5481  1.0835
H  4.9720  -0.8050  2.4699
H  4.8471  0.7992  3.1727
H  6.9994  0.0403  1.6725
H  6.4622  1.7087  1.7336
H  6.8538  0.6315  -0.6223
H  5.4194  1.6085  -0.3898
H  5.5165  -1.4247  -0.1186
H  4.9733  -0.6025  -1.5512
H  1.8308  -2.0060  -1.9321
H  0.4296  0.4752  -2.9876
H  -0.2657  -0.9351  -2.2050
H  -0.7495  -1.0756  -4.5859
H  0.4048  -2.3263  -4.1801
H  0.7945  0.0893  -5.9268
H  1.5429  -1.4944  -6.0228
H  2.3501  0.8847  -4.3274
H  3.3471  -0.0726  -5.4016
H  3.9536  -0.7209  -3.1398
H  3.0595  -2.0373  -3.8415
H  1.6358  4.3999  1.3358
H  2.3721  5.0605  3.5882
H  1.8742  3.5901  5.5327
H  0.6796  1.4861  5.2025
H  -1.0624  -0.0375  5.0803
H  -2.3088  -1.9197  4.2553
H  -3.0884  -0.9789  3.0005
H  -3.5001  -0.6722  6.0129
H  -4.5882  -1.5161  4.9348
H  -4.8191  1.1763  5.6342
H  -5.5858  0.4726  4.2221
H  -4.1666  2.5785  3.8004
H  -3.7945  1.2117  2.7660
H  -2.2915  1.8896  5.3311
H  -1.7549  2.3218  3.7287
H  1.4748  -1.1931  2.2600
H  -0.1419  -2.8648  2.1370
H  -0.6603  -2.6825  3.8045
H  2.1395  -3.5683  3.0375
H  0.8470  -4.6750  3.4538
H  2.5219  -3.8118  5.3644
H  0.8247  -4.0698  5.7218
H  1.9886  -1.7787  6.4125
H  0.3339  -1.7713  5.8359
H  2.7954  -1.3115  4.0923
H  1.8023  -0.0317  4.7197
C  -5.7821  -0.0577  -3.7372
C  -4.6386  0.2901  -2.7613
C  -4.2338  1.7577  -2.9799
C  -3.4093  -0.5753  -3.1076
Si  -5.2028  0.0166  -0.9593
Br  -3.2971  0.1522  0.2614
C  -5.9139  -1.7219  -0.6235
C  -7.4050  -1.7683  -1.0110
C  -5.1611  -2.7843  -1.4412
C  -5.7689  -2.1192  0.8582
C  -6.3008  1.4253  -0.2632
C  -7.4753  1.7064  -1.2220
C  -5.5211  2.7364  -0.0511
C  -6.8660  1.0332  1.1123
H  -5.4436  0.1150  -4.7670
H  -6.6732  0.5580  -3.5756
H  -6.0806  -1.1076  -3.6646
H  -3.8217  1.8600  -3.9921
H  -3.4597  2.0765  -2.2726
H  -5.0819  2.4437  -2.9018
H  -3.0304  -0.2574  -4.0898
H  -3.6437  -1.6386  -3.1728
H  -2.6001  -0.4684  -2.3813
H  -7.5736  -1.4735  -2.0530
H  -8.0230  -1.1276  -0.3773
H  -7.7735  -2.7952  -0.8967
H  -5.3349  -2.6818  -2.5160
H  -5.5335  -3.7753  -1.1453
H  -4.0828  -2.7633  -1.2565
H  -6.2404  -1.4107  1.5441
H  -4.7180  -2.2196  1.1406
H  -6.2507  -3.0966  1.0032
H  -7.1342  2.1042  -2.1821
H  -8.1400  2.4577  -0.7754
H  -8.0761  0.8118  -1.4217
H  -5.0409  3.1093  -0.9572
H  -4.7510  2.6254  0.7162
H  -6.2282  3.5056  0.2922
H  -7.5527  0.1848  1.0668
H  -7.4233  1.8870  1.5220
H  -6.0635  0.7931  1.8186
Cl  0.1453  -4.5557  -2.6402
C  -0.2086  -4.3254  -0.9045
Cl  1.1894  -4.8167  0.0788
C  -0.7014  -2.8702  -0.6745
O  -1.7861  -2.6067  -1.1765
O  0.1056  -2.0995  -0.0500
H  -1.0156  -5.0005  -0.6708

Forces on atoms 1 to 6 (eV/Å):
Cu 0.12 0.14 -0.22
C -0.36 0.01 0.00
Si 0.19 -0.13 0.13
C 0.00 0.10 -0.19
C 0.04 -0.03 0.02
C -0.05 -0.03 0.05

## Properties
HOMO-LUMO gap (spin up / spin down) in eV: 7.031 / 7.852
ΔE to the lowest compared entry with this formula, charge and spin in kJ/mol: 59.4
Spin multiplicity: 2
Calculated total energy in eV: -232394.57189
E_LUMO (spin up / spin down) in eV: 0.6 / -0.5
E_HOMO (spin up / spin down) in eV: -6.410 / -8.344

Mulliken atomic charge list, values in e, 99 entries: 1.15 -1.06 1.64 0.41 -0.15 -0.98 -1.06 -0.48 0.51 -1.17 0.25 0.41 -1.23 -1.05 -0.72 -0.66 1.52 1.00 -0.33 -1.04 -0.85 -0.88 0.62 -0.70 -0.86 -1.08 -1.00 -0.02 0.84 0.46 -0.45 -1.18 -0.91 0.17 -1.10 0.99 0.41 -1.00 -0.85 -1.02 -0.48 0.50 -0.10 0.45 0.42 0.41 0.45 0.56 0.72 -0.80 0.16 0.42 0.46 0.37 0.38 0.59 0.15 0.45 0.06 0.15 0.12 -1.46 0.04 0.13 0.34 0.37 0.23 0.57 0.07 0.53 0.38 0.43 0.40 0.35 0.45 0.47 0.11 0.36 0.50 0.44 0.30 0.74 -0.61 0.40 0.35 -1.17 -0.73 0.06 0.29 0.50 0.35 0.37 0.53 0.15 0.23 0.58 -1.75 3.31 -2.08

=====

What is the formula in the first record?
C51H67BN10O2PbS3